# 1
A 9-piece molecular cluster, C21H60N2O9 overall in a non-equilibrium geometry. Source: the OMol25 dataset; level of theory: ωB97M-V/def2-TZVPD.

Computed properties:
Calculated total energy = -1622.41095 a.u.
Multiplicity = 1
ΔE to the lowest compared entry with this formula, charge and spin = 119.11 kcal/mol
Net charge = 0
HOMO energy = -8.697 eV
SMILES = NC(N)=O.CC(C)O.CC(C)O.CC(C)O.CC(C)O.CC(C)O.CC(C)O.CO.CO

The geometry in XYZ format:
```
92
C21H60N2O9 | the OMol25 dataset | ωB97M-V/def2-TZVPD
O 1.2452 -0.1208 1.1289
O 3.4972 1.2372 -3.1081
O 5.6052 -0.9338 1.6039
O -5.4918 0.9872 -1.6891
O 3.8782 -0.9458 3.6149
O 2.3772 1.8792 -0.5361
O -0.4078 0.4532 5.2909
O -3.4258 2.3092 2.7739
O -0.1778 -0.7888 -6.2381
N 1.8182 0.2612 3.7169
N 1.9322 -1.6718 4.8339
C -4.8988 0.1732 -2.4391
C -1.3248 -1.1888 3.8029
C -2.1618 -0.8088 6.1809
C 1.4962 -1.3588 -0.6811
C -3.7818 -0.4058 -1.6441
C -0.8368 -0.9258 0.3039
C -2.5638 1.8252 2.0599
C -1.4658 -0.1998 4.9149
C 1.0592 2.2892 -0.7511
C -1.2648 2.4292 2.6529
C 5.7472 0.8382 -3.0411
C 4.3262 0.4292 -2.6621
C -1.6828 0.4322 -5.1531
C 4.0062 -1.0238 -2.8651
C 2.5902 -0.8038 4.0479
C -2.7108 1.9082 0.5859
C 0.6582 -1.0698 0.4969
C 5.1492 -1.2178 0.3869
C -5.9318 -0.8038 -2.7481
C 0.1312 -0.6958 -3.7891
C -0.7108 -0.7668 -5.0681
H -1.3748 -0.6098 1.1779
H 0.9962 3.2542 -1.2961
H 5.9102 -1.2958 -0.3861
H -0.8628 -0.6758 -6.8791
H -2.8108 2.9262 0.3099
H -3.3898 -1.1408 -2.2771
H -2.9708 0.3302 -1.6101
H 4.0922 -1.1148 -3.9361
H 2.3062 1.1442 0.1479
H -1.9218 1.3982 0.0469
H -0.5388 -0.7708 3.1559
H 0.8912 0.4352 4.2119
H -5.7098 -1.3568 -3.6491
H 6.1782 1.6722 -2.5861
H 5.9192 0.9902 -4.0651
H 1.0582 -2.2178 -1.1641
H -1.9778 0.7082 4.5249
H -0.3578 1.8752 2.3429
H 4.5072 -0.3738 0.1899
H -0.9508 -2.1318 4.0749
H 2.5382 -1.5468 -0.4271
H 0.5312 2.3682 0.2039
H 2.3152 1.0312 3.2569
H -0.9288 -0.1938 -0.4311
H -1.4128 -1.7828 0.0059
H -3.9708 -0.7888 -0.6661
H -2.6478 0.7702 2.2619
H -2.2598 -1.3168 3.3009
H 3.1712 1.6882 -2.2981
H -4.2138 1.7422 2.7089
H 0.7042 -1.9218 1.0799
H -2.2048 0.4032 -4.1471
H -5.9708 1.6762 -2.2061
H -3.6518 1.5202 0.0809
H -3.0668 -1.2728 5.9549
H -0.5408 -0.7838 -2.9401
H -4.6028 0.7622 -3.3451
H -0.8848 1.2222 5.5389
H 3.0562 -1.4528 -2.5521
H 0.5542 0.2162 -3.7341
H -5.9788 -1.5478 -1.9091
H 6.3932 -0.0188 -2.8691
H 0.9462 -1.5128 5.0739
H -2.3718 0.2032 -5.8571
H 4.5232 -2.1528 0.3499
H 4.8962 -1.2208 2.1589
H -1.6138 -1.5528 6.6859
H -6.9578 -0.4758 -2.9001
H 4.7262 -1.6298 -2.3231
H 2.3922 -2.5268 5.1319
H 0.4542 1.6092 -1.4091
H 1.2232 -0.3618 2.0789
H -1.2698 -1.6498 -4.8561
H -1.2868 2.4602 3.7249
H 1.2792 -0.4948 -1.2761
H -1.1848 1.2902 -5.5951
H 0.8232 -1.5248 -3.7591
H 4.1392 0.5382 -1.6001
H -0.9818 3.4372 2.4019
H -2.3378 0.0262 6.7839
```

# 2
A 7-piece molecular cluster, C21H60N4O9 overall in a non-equilibrium geometry. Source: the OMol25 dataset; level of theory: ωB97M-V/def2-TZVPD.

Computed properties:
Calculated total energy = -1732.06145 a.u.
Multiplicity = 1
ΔE to the lowest compared entry with this formula, charge and spin = 27.31 kcal/mol
Net charge = 0
HOMO energy = -9.257 eV
SMILES = COC[C@H](C)N.COC[C@H](C)N.COC[C@H](C)N.COC[C@H](C)N.OCCO.OCCO.CO

The geometry in XYZ format:
```
94
C21H60N4O9 | the OMol25 dataset | ωB97M-V/def2-TZVPD
O -17.5701 1.3229 5.9591
O -18.7559 -13.4016 5.5464
O -26.7634 0.4339 10.6585
O -19.5639 -6.1088 6.0634
O -21.1825 -12.7660 7.2014
O -15.3379 1.7056 13.6176
O -15.1650 2.0864 4.6531
O -22.1801 -1.8741 -1.6793
O -10.0477 -11.7078 12.0491
N -12.2801 -13.5847 12.8427
N -16.2573 -0.4731 14.9545
N -23.1910 -4.3712 0.9368
N -29.5594 2.7348 11.5526
C -23.0927 -2.6337 -0.8411
C -21.7029 -4.7960 -0.9027
C -22.2786 -3.6806 0.0000
C -11.2128 -11.3442 12.7165
C -16.0395 0.7304 12.8604
C -15.7639 -0.6486 13.5787
C -19.9864 -5.8932 7.3979
C -15.1198 2.9450 12.8845
C -12.3458 -12.2303 12.2740
C -19.4774 -12.1422 5.6272
C -16.8217 0.4477 5.2067
C -28.9748 1.4069 11.3905
C -30.0855 0.5685 10.7988
C -20.9224 -12.3784 5.8602
C -13.6683 -11.6497 12.7304
C -25.9262 0.3426 9.5020
C -27.6660 1.5955 10.5293
C -8.8053 -11.4315 12.6777
C -15.3392 0.8269 5.2807
C -22.9201 -1.1512 -2.6244
C -16.4626 -1.8798 13.0313
H -28.8178 3.2780 11.9710
H -26.6064 0.0439 8.7044
H -10.9635 -11.4433 13.7730
H -23.7005 -2.0395 -0.1588
H -23.4616 -0.3450 -2.1296
H -30.5273 0.9029 9.8602
H -25.1623 -0.4232 9.6364
H -11.3286 -13.9087 12.7433
H -17.0808 1.0331 12.7500
H -29.7336 -0.4189 10.5001
H -21.4974 -3.1958 0.5856
H -15.0879 0.8759 6.3402
H -8.7148 -10.3533 12.8095
H -12.3397 -13.3874 13.8315
H -16.0878 -2.0907 12.0298
H -30.9891 0.4153 11.3888
H -16.0771 3.4204 12.6707
H -19.0707 -13.9503 6.2685
H -30.2374 2.7663 12.3006
H -14.6858 0.1101 4.7834
H -20.3307 -5.9438 5.5099
H -21.0550 -6.0557 7.5384
H -21.2937 -13.1917 5.2367
H -17.1201 0.4111 4.1590
H -20.8965 -4.3456 -1.4815
H -19.4197 -6.5728 8.0344
H -15.5670 0.7110 11.8783
H -14.5895 2.7817 11.9463
H -17.5419 -1.7619 12.9357
H -14.6840 3.5659 13.6672
H -17.7361 2.1121 5.4384
H -14.5954 -12.1998 12.5686
H -19.3745 -11.6927 4.6396
H -22.4797 -5.2093 -1.5460
H -22.2263 -0.6597 -3.3065
H -19.1636 -11.5639 6.4962
H -15.8901 0.4370 15.1931
H -8.6645 -11.9087 13.6475
H -28.7142 1.0115 12.3722
H -19.8013 -4.8602 7.6922
H -14.3376 2.4159 5.0116
H -23.7970 -3.6182 1.2298
H -27.8574 1.8160 9.4791
H -21.5712 -11.5211 5.6809
H -14.6879 -0.8213 13.5524
H -20.6872 -13.5445 7.4664
H -15.8013 -1.1223 15.5795
H -27.2044 2.5323 10.8416
H -12.3859 -12.2652 11.1853
H -25.3733 1.2790 9.4276
H -17.0229 -0.5792 5.5116
H -7.9456 -11.6687 12.0509
H -13.6973 -11.3146 13.7672
H -13.8655 -10.7310 12.1778
H -23.8982 -3.1292 -1.3830
H -23.5048 -1.8063 -3.2703
H -21.1419 -5.5391 -0.3360
H -11.4336 -10.2888 12.5571
H -16.3173 -2.8375 13.5310
H -23.7894 -5.0018 0.4226
```